[1]
ORCA calculation (ωB97M-V with the def2-TZVPD basis set) on a 10-piece molecular cluster, C37H45F13O23 overall at a distorted geometry.

The geometry in XYZ format:
```
118
Properties=species:S:1:pos:R:3
C 0.95186 3.40962 6.27966
C 0.80654 1.89740 6.07927
O 0.72125 1.63279 4.64950
C 1.76014 1.28365 3.97050
O 2.90257 1.19623 4.34787
C 1.38244 0.90379 2.54643
F 2.37381 0.90593 1.69214
F 0.84987 -0.30307 2.61469
F 0.36916 1.76391 2.06590
H 1.97413 3.76797 6.14253
H 0.76046 3.67135 7.30604
H 0.36534 4.01503 5.61626
H -0.08448 1.52147 6.51481
H 1.65713 1.42508 6.49528
C -4.42401 -3.24189 1.94761
C -2.95622 -3.63596 1.80258
O -2.25010 -3.65839 3.08040
C -1.93076 -2.52705 3.70537
O -2.38931 -1.43347 3.43838
C -0.97979 -2.96944 4.86327
F -1.67236 -3.83231 5.62049
F 0.08154 -3.61021 4.37662
F -0.58563 -1.97593 5.58701
H -4.73988 -2.24950 2.41686
H -4.82936 -3.98778 2.60893
H -4.93093 -3.32814 0.97133
H -2.52318 -2.81344 1.14610
H -2.74328 -4.60654 1.30562
C 0.70589 2.93334 -1.20605
C 0.84409 2.54008 -2.64945
O 0.08074 3.49827 -3.43819
C -1.19210 3.41484 -3.70121
O -1.96652 2.57775 -3.26698
C -1.78095 4.41995 -4.67604
F -0.88024 5.39831 -5.01414
F -2.11052 3.74860 -5.81818
F -2.90994 4.97013 -4.24943
H 0.81134 3.99092 -1.04419
H 1.45410 2.40687 -0.60206
H -0.23417 2.60642 -0.75814
H 0.38623 1.57535 -2.82264
H 1.85031 2.53965 -3.05282
C -1.80308 -0.45510 0.25440
C -0.36161 -0.70970 0.04967
O 0.07473 -2.01817 0.49258
C 0.95094 -2.65166 -0.22080
O 1.43351 -2.47217 -1.31660
C 1.56159 -3.66991 0.71679
F 2.18379 -3.07412 1.72524
F 0.72349 -4.63712 1.24734
F 2.42969 -4.34793 -0.00064
H -2.37620 -1.02103 -0.48914
H -1.89314 0.61989 0.27750
H -2.14167 -0.72517 1.26041
H 0.23528 0.00715 0.51047
H -0.24454 -0.70221 -1.05863
F 5.22298 -1.53366 2.50412
C 5.18630 -0.88920 1.33705
C 5.23075 0.45331 1.31968
C 5.11999 1.13252 0.13549
C 5.03259 0.43160 -1.06550
C 4.94183 -0.93718 -1.01410
C 5.00142 -1.66179 0.20019
H 5.38401 1.06233 2.27408
H 5.08826 2.22526 0.24007
H 4.97219 0.96600 -2.04327
H 4.95267 -1.67417 -1.84825
H 4.86225 -2.77907 0.22737
O 3.83315 -2.56413 -4.91573
C 2.66338 -2.40763 -4.75613
O 2.02627 -1.22996 -4.98615
C 0.76818 -1.32516 -4.38599
C 0.47202 -2.78056 -4.28467
O 1.83603 -3.28185 -4.23260
H 0.77662 -0.93055 -3.34671
H 0.04272 -0.69054 -4.91980
H -0.08029 -3.11431 -5.19552
H 0.04995 -3.20063 -3.41379
O -4.25292 4.49555 2.54290
C -3.83730 3.47266 3.04296
O -2.75876 3.55705 3.89297
C -2.35007 2.18589 4.24649
C -3.39498 1.28763 3.51848
O -4.38487 2.26444 3.06437
H -1.25710 1.98155 3.98817
H -2.42506 2.07556 5.33154
H -3.87968 0.57147 4.15526
H -2.95112 0.69739 2.75520
O -2.08727 2.86717 0.43060
C -2.88800 3.71086 0.09700
O -2.54607 5.00356 0.11546
C -3.68975 5.80376 0.08236
C -4.79466 4.75795 -0.35994
O -4.14716 3.54115 -0.25329
H -3.96552 6.06068 1.07485
H -3.55588 6.62329 -0.63640
H -5.22330 4.98404 -1.35642
H -5.65760 4.74841 0.31481
O -2.30627 -2.10886 -2.57045
C -3.01923 -1.28070 -3.05981
O -2.96417 -0.92777 -4.34902
C -3.94799 -0.03394 -4.67904
C -4.62173 0.35725 -3.30203
O -4.08674 -0.71196 -2.46106
H -3.49636 0.79419 -5.15574
H -4.72808 -0.52385 -5.20501
H -5.69001 0.43158 -3.37894
H -4.15735 1.15137 -2.82407
O 7.29961 -5.05004 -0.38718
C 6.71658 -4.81041 -1.40953
O 5.43834 -5.18588 -1.57529
C 5.11116 -5.01746 -2.97914
C 6.33960 -4.27378 -3.59101
O 7.24911 -4.36609 -2.54299
H 4.92358 -6.00498 -3.44480
H 4.21041 -4.42464 -3.07987
H 5.99136 -3.24295 -3.67230
H 6.65400 -4.71609 -4.55046
```

Calculated values
total energy	-121518.10021	eV
total charge	0
HOMO-LUMO gap	9.3	eV
HOMO	-9.025	eV

=====

[2]
ORCA calculation (ωB97M-V with the def2-TZVPD basis set) on C37H45N11O9PS6Sn as an isolated structure.

The geometry in XYZ format:
```
110
Properties=species:S:1:pos:R:3
Sn 0.41145 0.26844 1.87925
C -0.15706 -2.41897 -1.13717
N -1.33806 -1.73969 -0.64055
C -2.27601 -2.58716 0.07759
C -2.97944 -1.80082 1.14003
N -2.37112 -1.06744 2.02349
C -3.37529 -0.56621 2.84325
C -3.28292 0.24703 3.96984
C -4.45900 0.62262 4.58457
C -5.70547 0.19419 4.10477
C -5.81264 -0.63506 3.00494
C -4.62219 -1.00902 2.39251
N -4.33734 -1.81224 1.30007
C 0.66634 -3.13033 -0.09530
N 1.31387 -2.55390 0.87336
C 1.91623 -3.58393 1.58552
C 2.73155 -3.52805 2.71416
C 3.21106 -4.72229 3.21317
C 2.89498 -5.95083 2.61298
C 2.08795 -6.02305 1.49332
C 1.60933 -4.81570 0.99704
N 0.79991 -4.49772 -0.07928
H 0.47795 -1.67003 -1.61746
H -0.45371 -3.14388 -1.90600
H -1.05879 -0.96912 -0.03969
H -1.77786 -3.43216 0.57658
H -3.01233 -3.01039 -0.61653
H -2.31717 0.56981 4.33766
H -4.42099 1.28173 5.44162
H -6.60513 0.53058 4.60394
H -6.77663 -0.96299 2.63701
H -4.99664 -2.25377 0.68634
H 2.96932 -2.58401 3.18712
H 3.84194 -4.70895 4.09204
H 3.29410 -6.86384 3.03642
H 1.84725 -6.97127 1.02907
H 0.37795 -5.13652 -0.72818
S 3.01049 -0.92324 5.59724
C 2.08840 -0.45733 4.31334
S 2.71535 0.53145 3.01286
S 0.43137 -0.94822 4.11013
C 1.35302 -4.40748 -3.59059
C 2.57704 -4.72167 -4.43580
S 4.05895 -3.92474 -3.85019
O 4.09003 -4.04526 -2.41661
O 5.15952 -4.40287 -4.64564
C 3.79294 -2.20843 -4.26293
C 4.77828 -1.28463 -3.54145
N 4.33347 -0.95156 -2.19958
C 3.26332 -0.15123 -1.92581
N 2.93642 -0.17651 -0.65362
C 3.81766 -1.02194 -0.04766
C 4.67949 -1.51231 -0.98083
N 5.80382 -2.36268 -0.76389
O 6.66711 -2.41632 -1.63256
O 5.86495 -2.93137 0.30366
C 2.57068 0.67535 -2.95234
H 0.52346 -5.04841 -3.89004
H 1.03152 -3.37245 -3.71384
H 1.56942 -4.57245 -2.53544
H 2.46204 -4.43438 -5.48245
H 2.83947 -5.78089 -4.41151
H 2.76639 -1.96251 -3.99109
H 3.90749 -2.13354 -5.34448
H 4.86520 -0.35782 -4.10774
H 5.76614 -1.73046 -3.47957
H 3.79460 -1.21728 1.01177
H 3.09200 1.62621 -3.09256
H 1.55877 0.88585 -2.61368
H 2.51351 0.18699 -3.92549
N -1.55213 8.85454 -0.05686
C -2.00760 7.57494 0.29024
C -1.66486 6.46824 -0.48928
C -2.14242 5.21129 -0.16995
C -2.97187 5.03774 0.93152
C -3.32549 6.13194 1.70326
C -2.84882 7.39454 1.38403
S -3.54818 3.40553 1.34660
O -4.43311 3.58557 2.47874
O -4.10967 2.85197 0.13703
N -2.24525 2.56812 1.68548
C -1.57397 2.77404 2.81868
S -2.03439 3.84832 4.13444
C -0.59910 3.41396 4.99962
C 0.10453 2.50700 4.30102
N -0.43150 2.14477 3.08402
H -0.68800 8.85346 -0.57589
H -1.50817 9.49662 0.71897
H -1.01963 6.59936 -1.35148
H -1.87516 4.35614 -0.77787
H -3.97327 5.98357 2.55637
H -3.12685 8.24842 1.99189
H -0.36657 3.82396 5.96746
H 1.03228 2.05560 4.61856
C -3.41032 3.01545 -2.74206
O -2.04585 2.97473 -2.32811
P -1.54068 1.63809 -1.51156
O -0.28955 2.28201 -0.75240
C 0.65295 3.19041 -1.30939
O -0.66667 0.89465 -2.72806
C -1.40945 0.03351 -3.57002
H -3.47048 2.83265 -3.81773
H -3.80727 4.00320 -2.51312
H -4.00929 2.28358 -2.19813
H 0.40993 4.20414 -0.98784
H 0.65626 3.14925 -2.39959
H 1.63501 2.91244 -0.92642
H -0.77469 -0.80821 -3.85565
H -1.73179 0.56052 -4.47255
H -2.28669 -0.36904 -3.05305
```

Calculated values
total energy	-154053.18570	eV
total charge	-1
HOMO-LUMO gap	6.3	eV
HOMO	-4.796	eV

=====

[3]
ORCA calculation (ωB97M-V with the def2-TZVPD basis set) on C37H46BF4N3O2PPdS2 as an isolated structure.

The geometry in XYZ format:
```
97
Properties=species:S:1:pos:R:3
Pd -0.10588 0.18604 0.48790
C 0.78636 -1.66230 2.70485
C -0.55155 -2.33176 2.96724
C -0.33100 -3.68673 3.63716
C -1.33122 -2.49344 1.66675
C -2.68531 -3.18343 1.84900
O -3.62727 -2.31598 1.17979
C -2.96521 -1.21264 0.80139
N -1.71313 -1.19690 1.04903
C -3.83160 -0.20143 0.14163
C -5.20775 -0.39688 0.29969
C -6.12596 0.43335 -0.31437
C -5.68030 1.47018 -1.11834
C -4.32139 1.67147 -1.28233
C -3.37638 0.86217 -0.65178
P -1.62260 1.23738 -1.04860
C -1.57302 0.80800 -2.81101
C -1.41719 -0.54331 -3.12179
C -1.51506 -0.96713 -4.43844
C -1.75442 -0.04583 -5.44907
C -1.89411 1.30151 -5.14439
C -1.80637 1.73232 -3.82764
C -1.48779 3.03943 -0.93276
C -2.30873 3.79881 -0.09952
C -2.08405 5.16096 0.04448
C -1.03574 5.76913 -0.63035
C -0.20349 5.01465 -1.44703
C -0.42219 3.65512 -1.59302
H 1.26228 -1.30347 3.61483
H 0.65043 -0.80082 2.04824
H 1.47923 -2.34081 2.20476
H -1.14776 -1.69153 3.62769
H 0.24802 -4.34702 2.98324
H -1.26715 -4.19167 3.88437
H 0.22937 -3.56617 4.56562
H -0.70257 -3.02633 0.94729
H -2.98433 -3.25692 2.89334
H -2.74677 -4.16409 1.38620
H -5.55472 -1.21795 0.90866
H -7.18543 0.25919 -0.17759
H -6.38588 2.12017 -1.62026
H -3.98317 2.48146 -1.91634
H -1.20630 -1.25597 -2.33247
H -1.39704 -2.01674 -4.67874
H -1.82939 -0.37813 -6.47657
H -2.07978 2.02064 -5.93206
H -1.91820 2.78405 -3.59884
H -3.12136 3.33307 0.44257
H -2.72585 5.74400 0.69230
H -0.86062 6.83132 -0.51370
H 0.62513 5.48350 -1.96267
H 0.24767 3.06773 -2.20925
N -0.53170 1.11744 4.59129
C 0.16247 1.58548 3.54797
S -0.63356 2.03397 2.07711
N 1.46495 1.76918 3.63549
C 2.30205 1.64377 4.78674
C 3.21836 2.65823 5.02477
C 4.04831 2.58744 6.13191
C 3.96349 1.50976 7.00422
C 3.06100 0.48780 6.74858
C 2.23326 0.54649 5.63461
H -1.53226 1.19948 4.51552
H -0.11997 1.10504 5.51371
H 1.89003 2.12059 2.77273
H 3.27924 3.49731 4.34142
H 4.76103 3.38106 6.31583
H 4.60723 1.46124 7.87291
H 3.00744 -0.36943 7.40789
H 1.56820 -0.27754 5.41056
C 2.70354 -4.98526 0.56493
C 3.18830 -4.43359 -0.77338
C 2.13539 -3.56723 -1.46722
S 2.08041 -1.93161 -0.71253
O 0.60811 -1.48697 -0.87299
C 3.07536 -0.99464 -1.90399
C 2.26954 -0.37356 -3.03882
C 1.87614 -1.34997 -4.14389
H 3.47397 -5.58644 1.04784
H 1.82185 -5.61569 0.42511
H 2.43790 -4.17620 1.25209
H 3.45406 -5.25335 -1.44186
H 4.10222 -3.85078 -0.62015
H 1.12599 -3.96160 -1.32933
H 2.32584 -3.45438 -2.53239
H 3.82806 -1.69883 -2.27011
H 3.57622 -0.23231 -1.31093
H 2.88270 0.43019 -3.44911
H 1.37869 0.09531 -2.62501
H 2.74845 -1.88499 -4.53079
H 1.41754 -0.81769 -4.97846
H 1.14805 -2.08342 -3.78997
F 1.53357 1.62892 -0.57343
B 2.65702 1.71172 0.33795
F 3.82672 1.66808 -0.39110
F 2.55616 2.87188 1.11533
F 2.52830 0.56227 1.16752
```

Calculated values
total energy	-93669.28223	eV
total charge	+1
HOMO-LUMO gap (alpha / beta)	7.8 / 7.4	eV
2S+1	3
HOMO (alpha / beta)	-10.208 / -11.092	eV

=====

[4]
ORCA calculation (ωB97M-V with the def2-TZVPD basis set) on C37H46F3N4S4SbTa as an isolated structure at a distorted geometry.

The geometry in XYZ format:
```
96
Properties=species:S:1:pos:R:3
Ta 1.18797 0.72556 -0.69310
C 3.48979 -2.14836 -1.26507
C 4.45716 -1.17243 -0.63500
S 3.62127 0.16625 0.28063
C 4.58516 1.60656 -0.28145
C 4.59763 1.82633 -1.78198
S 2.92653 1.82412 -2.52038
C 3.13035 0.73360 -3.93943
C 3.25926 -0.74289 -3.62607
S 2.20847 -1.34296 -2.26388
H 2.96816 -2.74466 -0.52454
H 4.02078 -2.83177 -1.92992
H 5.11527 -0.72020 -1.37262
H 5.07916 -1.68474 0.09952
H 5.59958 1.47014 0.09636
H 4.15265 2.46081 0.23534
H 5.18920 1.08268 -2.31226
H 5.03045 2.80411 -1.99461
H 4.00979 1.09031 -4.47888
H 2.26801 0.94154 -4.56414
H 4.28420 -1.00653 -3.37317
H 2.98064 -1.32610 -4.50424
C -1.96900 -3.33139 2.65748
C -3.21058 -2.54142 2.32250
C -4.33767 -2.67192 3.13408
C -5.51750 -2.00635 2.85161
C -5.60911 -1.18878 1.73021
C -4.50494 -1.03186 0.91454
C -3.31678 -1.68800 1.22045
N -2.17813 -1.49833 0.34335
C -1.08736 -0.82456 0.68719
N -1.05470 -0.15248 1.81956
C 0.01701 0.64083 2.32727
C 1.01164 1.17583 1.49529
C 1.93300 2.01877 2.12785
C 1.88751 2.29389 3.48339
C 0.89900 1.72181 4.26792
C -0.05666 0.89391 3.70388
C -1.15160 0.29677 4.55129
N 0.06802 -0.90126 -0.07890
C 0.69283 -2.20306 0.21553
C 1.49810 -2.27194 1.35829
C 2.07831 -3.46942 1.73767
C 1.85970 -4.60692 0.96503
C 1.05611 -4.53282 -0.16003
C 0.44066 -3.34265 -0.55332
C -0.46941 -3.34730 -1.75266
H -2.19266 -4.39835 2.62834
H -1.63347 -3.11064 3.67163
H -1.14205 -3.15164 1.97395
H -4.28575 -3.32788 3.99411
H -6.37645 -2.13956 3.49417
H -6.53792 -0.69216 1.48849
H -4.57654 -0.43270 0.01398
H -2.07703 -2.11536 -0.45027
H -1.88876 -0.20902 2.39531
H 2.68886 2.52929 1.54706
H 2.61428 2.96346 3.92246
H 0.86171 1.92989 5.32886
H -0.97690 0.50962 5.60267
H -1.20675 -0.78836 4.43978
H -2.13373 0.71412 4.30598
H 1.64331 -1.38173 1.95698
H 2.68883 -3.51914 2.62876
H 2.30771 -5.55066 1.24484
H 0.88195 -5.42435 -0.75017
H -0.09228 -4.01905 -2.52258
H -0.56387 -2.35284 -2.18095
H -1.46302 -3.72551 -1.49172
F -1.18067 6.55622 0.99895
C -0.40687 5.61610 0.47493
F -0.03878 6.00085 -0.75502
F 0.70300 5.51434 1.22095
C -1.12414 4.28232 0.41347
C -2.42259 4.13556 0.85665
C -3.03740 2.89036 0.74208
C -2.31334 1.83216 0.24213
N -1.03466 1.95462 -0.15326
C -0.47612 3.16799 -0.10417
S 1.06775 3.14243 -0.89130
H -2.95535 4.98605 1.26091
H -4.06750 2.74753 1.03640
H -2.76878 0.85995 0.13773
C -2.43025 -0.31076 -3.08220
Sb -0.80219 1.04209 -2.93557
C -0.17995 0.97210 -4.97561
C -1.80838 2.90342 -3.05828
H -2.99792 -0.00307 -3.95832
H -3.06488 -0.25029 -2.20005
H -2.08687 -1.33124 -3.22165
H -1.08549 1.03209 -5.57861
H 0.33114 0.04072 -5.21536
H 0.44926 1.82674 -5.21991
H -2.39935 2.87657 -3.97229
H -1.08433 3.71337 -3.12085
H -2.46475 3.05163 -2.20398
```

Calculated values
total energy	-104637.66784	eV
total charge	+3
HOMO-LUMO gap	7.0	eV
HOMO	-16.184	eV

=====

Question: The lowest total charge belongs to which entry?
Answer: C37H45N11O9PS6Sn

=====

Question: Look up the total energy of the third one.
Answer: -93669.28223 eV

=====

Question: Among the records above, which one has the highest total energy?
Answer: C37H46BF4N3O2PPdS2

=====

Question: total energy of number 2 (C37H45N11O9PS6Sn)?
Answer: -154053.18570 eV